DFT (wB97M-V/def2-TZVPD) results for a cluster of 3 separate species, C19H21ClF3NO12P in total.

Structure (XYZ):
```
58
Properties=species:S:1:pos:R:3:forces:R:3
Cl -0.603462 2.662900 0.623768 -0.543 -0.383 0.445
P 0.156839 2.000612 3.830094 -0.167 2.494 2.925
F 0.516746 1.448948 -3.033063 -1.127 -1.813 1.840
F -1.374093 1.022588 -1.919766 2.112 -1.335 -0.225
F -0.032708 -0.683502 -2.641841 -0.513 1.958 1.214
O 0.728008 0.723518 -0.930949 -2.401 -1.336 -1.893
O 1.267423 2.857842 2.745261 0.216 -3.624 -2.052
O 2.311670 -1.988679 1.402178 0.248 -0.357 0.368
O -0.370721 0.745229 2.688676 1.930 0.487 -3.577
O 2.435661 -5.658304 -1.530567 0.078 -0.100 1.113
O 2.626838 -3.542154 3.605398 -0.073 0.022 -1.332
O 2.486146 2.312040 0.830433 -0.387 -0.720 0.208
O -4.077642 -0.876853 -4.887788 0.299 0.460 -0.975
O -1.149839 2.788720 -7.870706 -0.327 -0.531 0.952
O -0.894413 2.571266 -5.179762 -0.189 0.072 -0.589
O -4.267554 -0.717424 -7.593232 -0.007 -0.033 0.318
O 2.664047 -7.219560 0.679977 -0.013 0.161 -0.348
N -2.109857 1.233539 5.393915 0.411 0.285 0.457
C 1.623244 1.769987 1.847664 0.847 1.078 0.071
C 0.350730 3.552270 4.964028 -1.234 2.340 0.189
C -3.330709 0.026220 -5.574734 -0.263 -0.424 0.961
C -2.483444 0.846367 -4.949284 0.170 0.208 -0.019
C 2.407095 -3.186398 1.210696 -0.071 0.328 -0.689
C -2.720369 1.045988 -7.812293 -0.272 -0.302 -0.011
C 0.130293 0.092539 0.231936 0.668 -0.733 2.507
C -1.688247 1.815869 -5.708539 0.059 -0.081 0.850
C -0.618499 1.104189 5.343996 -0.644 -0.553 1.092
C -1.875588 1.868559 -7.187065 0.343 0.543 -1.084
C -0.057022 0.599202 -2.063995 1.557 1.751 -0.772
C -3.497501 0.060519 -7.055713 0.062 0.169 -0.610
C 2.571705 -4.104796 2.373567 0.099 -0.002 1.406
C 2.601419 -6.016832 0.869363 0.069 -0.216 0.762
C 2.660645 -5.427087 2.209039 0.009 -0.374 -0.323
C 2.463967 -5.095486 -0.295351 -0.082 0.132 -1.149
C 0.192406 1.166514 1.428633 0.403 -0.174 0.128
C -0.686044 4.542003 4.924496 1.545 -1.053 0.427
C 2.371697 -3.774260 -0.131470 -0.014 0.264 0.171
H 2.516808 -6.618798 -1.379002 -0.023 0.066 -0.048
H -2.352217 0.829658 -3.876588 -0.015 0.004 -0.057
H 2.538387 -2.579940 3.457256 -0.065 -0.014 0.143
H 2.269502 -3.095359 -0.967887 -0.019 -0.010 0.020
H -0.619629 3.253272 -7.194627 -0.011 -0.024 -0.039
H -1.188069 4.944265 5.868184 1.571 0.405 -1.163
H 1.365805 1.330843 4.256654 0.019 -0.246 -0.066
H -2.501893 0.706410 6.187562 0.328 0.434 -0.380
H -2.863342 1.072933 -8.884049 0.011 -0.001 0.026
H 2.778003 -6.104478 3.043856 -0.017 0.028 -0.015
H -2.277972 2.237945 5.577262 -0.120 -0.735 -0.205
H 3.394906 2.012108 1.024950 -0.875 0.207 -0.061
H -0.175111 1.567933 6.301678 -0.183 -0.626 -1.339
H 0.788746 -0.788109 0.552696 -0.879 1.346 -0.673
H -1.028188 5.010736 3.940822 -0.412 -1.750 1.254
H -4.602637 -1.345531 -5.563128 0.032 0.006 0.094
H 2.246129 0.925163 2.315899 -1.203 0.999 -0.044
H -1.036399 2.671955 3.398740 0.190 -0.219 0.002
H -0.913535 -0.311148 0.076552 1.078 0.874 0.053
H -0.329411 -0.006457 5.385578 -0.389 1.466 -0.440
H 1.261258 3.720501 5.640593 -1.814 -0.816 0.182
```
Positions in Å, forces in eV/Å.

As for the charge: -1.

What are the natural (NBO) partial charges on each atom? They are as follows, in elementary charge units:
1. Cl -0.144
2. P 1.323
3. F -0.331
4. F -0.327
5. F -0.351
6. O -0.488
7. O -0.786
8. O -0.515
9. O -0.778
10. O -0.637
11. O -0.630
12. O -0.723
13. O -0.636
14. O -0.641
15. O -0.499
16. O -0.545
17. O -0.542
18. N -0.861
19. C 0.315
20. C -0.437
21. C 0.286
22. C -0.350
23. C 0.472
24. C -0.378
25. C -0.129
26. C 0.462
27. C -0.519
28. C 0.311
29. C 1.175
30. C 0.476
31. C 0.314
32. C 0.474
33. C -0.377
34. C 0.296
35. C 0.273
36. C -0.545
37. C -0.361
38. H 0.501
39. H 0.263
40. H 0.513
41. H 0.252
42. H 0.506
43. H 0.170
44. H -0.178
45. H 0.331
46. H 0.238
47. H 0.242
48. H 0.356
49. H 0.464
50. H 0.168
51. H 0.217
52. H 0.205
53. H 0.499
54. H 0.143
55. H -0.113
56. H 0.213
57. H 0.182
58. H 0.179

DFT (wB97M-V/def2-TZVPD) results for a cluster of 2 separate species, C18H16Cl2FNO4 in total.

Structure (XYZ):
```
42
Properties=species:S:1:pos:R:3:forces:R:3
Cl -1.124038 0.694137 2.796529 -0.266 0.262 -0.210
Cl 2.985906 -2.033019 4.228034 0.469 -0.272 0.037
F -0.117295 0.686473 -0.995358 0.440 -0.020 -0.169
O 2.272551 -0.060339 -2.665567 -0.157 0.220 0.262
O 2.032979 2.182547 -1.910413 -0.053 -0.190 -0.483
O 0.568053 -1.016484 -3.735878 0.846 1.054 0.833
O 0.449195 3.099113 -3.202357 0.576 -0.763 0.668
N 0.821649 -0.736195 3.711648 -0.403 -0.105 0.771
C -2.337313 0.124556 -2.238899 -0.359 -0.082 -0.071
C -2.183089 -1.254211 -2.081970 -0.137 0.092 0.333
C 0.038755 0.884716 -2.364109 -0.076 0.139 -0.272
C -0.384420 -0.250379 4.017394 0.762 -0.750 0.839
C 2.792959 0.959364 -1.768671 0.281 0.201 -0.284
C -3.380198 0.799646 -1.599532 0.408 -0.318 0.244
C 2.793828 0.513130 -0.327735 -0.128 -0.272 -0.009
C 1.419181 -1.487312 4.639595 -1.379 0.619 0.229
C -0.442830 -1.340789 6.160930 0.364 0.225 -0.605
C -3.960284 -1.241718 -0.440443 0.041 -0.022 0.052
C 4.209808 1.256303 -2.275331 -0.370 -0.031 -0.158
C -2.973126 -1.933443 -1.153182 -0.068 0.148 -0.176
C -1.327385 0.888805 -3.046934 0.068 0.173 -0.209
C 0.835716 -1.828267 5.873916 0.267 -0.002 -0.466
C 0.847607 2.158070 -2.560540 -0.623 1.583 -0.143
C 0.960990 -0.153952 -2.978419 -0.102 -2.061 -0.385
C -1.046859 -0.488686 5.235568 0.163 -0.029 -0.643
C -4.163764 0.123133 -0.663085 -0.103 -0.043 -0.209
H 4.816473 0.346641 -2.215790 -0.160 0.166 -0.001
H 1.406539 -2.463819 6.547026 -0.306 0.124 -0.059
H -1.201411 0.423480 -4.026932 -0.056 0.261 0.026
H 4.154612 1.583966 -3.318116 0.044 -0.049 0.180
H 1.798662 0.195057 -0.021692 0.156 -0.013 0.096
H 3.112088 1.346973 0.300973 -0.017 -0.075 -0.084
H -2.016398 -0.022912 5.378090 0.117 -0.226 0.149
H -1.614902 1.931545 -3.162989 -0.136 -0.038 -0.111
H -3.528862 1.856936 -1.823815 0.021 -0.220 0.273
H 4.680503 2.044607 -1.677564 -0.228 -0.186 -0.059
H -4.926282 0.674973 -0.107488 0.156 -0.288 -0.215
H -4.586727 -1.777573 0.280848 0.303 0.244 -0.234
H 3.504491 -0.311117 -0.216925 -0.164 0.098 0.051
H -2.802761 -2.997635 -0.977664 -0.176 0.300 -0.086
H -0.967301 -1.626238 7.070201 0.224 0.157 -0.110
H -1.417304 -1.750065 -2.683336 -0.236 -0.011 0.406
```
Positions in Å, forces in eV/Å.

As for the energy above the lowest of the compared OMol25 structures with the same formula, charge and spin: 0.00 kcal per mole.

What are the natural (NBO) partial charges on each atom? They are as follows, in elementary charge units:
1. Cl 0.045
2. Cl 0.037
3. F -0.328
4. O -0.504
5. O -0.509
6. O -0.536
7. O -0.518
8. N -0.440
9. C 0.084
10. C -0.253
11. C 0.148
12. C 0.179
13. C 0.545
14. C -0.242
15. C -0.663
16. C 0.176
17. C -0.145
18. C -0.226
19. C -0.632
20. C -0.191
21. C -0.472
22. C -0.279
23. C 0.759
24. C 0.759
25. C -0.278
26. C -0.208
27. H 0.228
28. H 0.238
29. H 0.254
30. H 0.231
31. H 0.250
32. H 0.235
33. H 0.238
34. H 0.243
35. H 0.212
36. H 0.230
37. H 0.214
38. H 0.214
39. H 0.226
40. H 0.214
41. H 0.231
42. H 0.233

DFT (wB97M-V/def2-TZVPD) results for an isolated molecule of C3H5N3O.

Structure (XYZ):
```
12
Properties=species:S:1:pos:R:3:forces:R:3
O 2.507110 -0.614854 0.049458 1.658 -0.027 0.221
N 0.312433 -0.858096 -0.408021 9.805 -7.174 0.592
N -1.876167 -0.711106 0.177724 -0.961 -3.708 0.416
N -0.667718 -0.239887 -0.385314 -13.551 8.834 2.362
C -0.591913 1.115224 0.029602 0.958 1.213 -2.748
C 1.306947 -0.072266 -0.113566 -0.369 1.156 -0.572
C 0.798776 1.282096 0.004853 -0.161 0.351 -0.194
H 2.403115 -1.514583 0.412279 -0.081 0.582 -0.406
H -2.438891 -1.215029 -0.643222 1.660 0.399 3.019
H -1.523621 1.898993 -0.068254 2.749 -2.516 0.463
H 1.307836 2.225562 -0.228209 0.059 -0.554 1.026
H -1.537907 -1.296052 1.172675 -1.765 1.445 -4.178
```
Positions in Å, forces in eV/Å.

As for the energy above the lowest of the compared OMol25 structures with the same formula, charge and spin: 128.72 kcal per mole.

What are the natural (NBO) partial charges on each atom? They are as follows, in elementary charge units:
1. O -0.669
2. N -0.311
3. N -0.686
4. N -0.011
5. C -0.086
6. C 0.404
7. C -0.372
8. H 0.494
9. H 0.379
10. H 0.252
11. H 0.239
12. H 0.369

Record order is preserved below.
Kohn-Sham gap: 4.17; 9.42; 9.12 eV